No. 1
Entry from OMol25: C32H29N7O4SeTl as an isolated structure in a non-equilibrium geometry (wB97M-V/def2-TZVPD).

Geometry as XYZ:
```
74
C32H29N7O4SeTl (wB97M-V/def2-TZVPD)
C -2.1216 0.6278 4.5796
C 2.0828 3.4317 -1.6576
C 0.2957 -2.7777 3.4318
H 0.4977 -4.5614 3.7240
C 3.2651 1.3824 -0.6711
C 2.7652 -1.3078 -4.7174
C -0.5983 -1.6120 3.8722
C -1.5375 2.6075 0.4394
C 0.4220 -5.5124 -0.6411
C -0.3947 2.9812 -1.8113
N 2.9047 3.3807 0.6081
C 1.6563 -1.3900 -3.8325
H -3.2018 -0.3333 1.2454
H 3.4340 3.2949 2.5614
H -0.8595 3.7677 -2.5636
H -2.8085 2.9446 3.4918
C -1.0974 -1.5566 5.1873
C -1.9457 -4.1661 -1.1354
H 4.6534 1.0803 2.4082
C 0.9934 -0.2274 -3.5656
H 2.9572 0.8394 -1.5393
O 0.0884 -3.8654 4.2439
C 2.8398 2.7095 -0.5667
N -0.6784 -1.9834 -0.8472
H -2.9734 -6.0874 -1.0073
H 3.3117 -2.1062 -5.1595
H 1.2768 -6.1896 -0.4085
C -2.3665 2.6684 2.5255
H 1.6858 3.0688 -4.0212
H 4.1182 0.0802 -5.6626
H 2.7566 3.5179 -2.5886
O -1.1022 1.4482 1.1390
H -3.0415 2.8310 -1.2602
H -4.6708 1.1401 -0.3453
C -1.9957 -5.5317 -0.9712
H -0.7147 -7.2509 -1.0531
C 3.2035 -0.0497 -5.0879
H 0.0008 -0.2874 -3.0744
N 0.9715 2.5667 -2.1096
O 1.0606 -2.8103 2.4927
C 0.4893 -4.1059 -0.4473
Se -2.4085 -1.6802 -1.5017
H -0.9526 2.1377 -2.0925
C -0.7618 -6.1833 -0.8589
C 3.9388 0.7727 0.3408
C 1.5726 1.0262 -3.9599
H -0.8891 -2.4585 5.7657
C -1.6438 0.3864 3.3063
C -2.1058 1.2123 2.1559
C -3.7019 1.4342 0.0900
H -0.0890 2.3582 -3.9059
N -2.9199 -3.4068 -1.7213
C 3.4413 2.7730 1.5954
H -2.2920 -0.4003 6.4666
N -2.0188 3.4285 1.6063
H -0.8175 4.4801 -0.2880
N 2.6854 1.0982 -4.6427
C 1.0511 2.3228 -3.6069
H 4.3758 -0.2232 0.1885
C -2.7556 2.3040 -0.3376
C -0.6716 -3.3628 -0.6788
C -0.5668 3.3785 -0.3419
Tl 0.9316 -0.5574 0.2524
H 1.3198 -3.5646 -0.0698
C -3.4013 0.7324 1.4543
H 0.4619 3.3018 0.0589
N -0.8533 -0.6837 2.9990
H -4.5453 1.2614 3.0358
C 4.0984 1.5045 1.5433
C -1.8484 -0.3661 5.5511
O -4.5840 0.7106 2.2535
H 1.6276 4.3525 -1.3877
H 1.3219 -2.3013 -3.2980
H -2.6213 1.5561 4.8229
```

LUMO (alpha / beta), eV: -4.42 / -4.42
ΔE to the lowest compared entry with this formula, charge and spin, kcal/mol: 85.9
Strongest force on any atom, eV/Å: 4.9
Charge: +1
Calculated total energy, eV: -122304.3881
E_HOMO (alpha / beta), eV: -11.0 / -11.0
Orbital gap (alpha / beta), eV: 6.614 / 6.614



No. 2
Entry from OMol25: a 3-piece molecular cluster, C32H30BN2O6PS overall (wB97M-V/def2-TZVPD).

Geometry as XYZ:
```
73
C32H30BN2O6PS (wB97M-V/def2-TZVPD)
H 6.4384 -1.2903 -2.3206
C -5.7980 4.0878 0.4515
H -4.4610 3.1697 -4.3408
C -4.7315 3.5110 -0.2275
H 0.6646 -1.7060 -4.9665
C -0.0330 2.1479 3.2687
C -2.5437 2.2861 -1.6988
O 4.0650 -4.4966 -5.9416
N 1.1626 -0.8751 -4.6723
O -5.6709 3.9809 -2.3412
C -0.5081 -3.7665 5.0599
H -2.5872 2.0702 -5.5491
H 0.6245 -0.2542 -2.7227
C 0.3847 2.6484 4.4972
C 0.0735 -4.1158 7.3674
H 4.8395 -2.0226 -2.4348
C -5.8051 4.1101 1.8359
O 3.5492 -4.2366 -3.5159
H 0.5746 3.7078 4.6137
H 5.6557 -2.4347 -4.6846
O -1.5524 1.9218 0.4119
H 0.8845 2.1630 6.5377
C -2.5751 2.1333 -4.4687
C -0.3818 -1.5217 4.0060
C -4.7477 3.5564 2.5497
H -0.5870 -5.6679 6.0388
C 0.5142 -0.4615 6.6024
H -6.6116 4.5100 -0.1227
C -2.5016 2.3506 -0.2121
H -2.8492 2.5475 2.4167
C -4.7552 3.4861 -1.7206
H 5.0065 -0.4001 -1.7685
S 1.1758 -4.3091 -5.3290
P 2.9876 -3.7786 -4.9749
C -0.3619 -4.6146 6.1442
H 2.8730 0.1958 -5.2396
C -0.1057 -0.0678 4.1937
C 0.3146 0.4348 5.4273
C 5.3828 -1.0809 -2.5340
H -0.1744 2.8072 2.4222
B 3.4878 -1.9028 -5.1015
C 0.2101 -1.9117 6.4222
H -4.7585 3.5702 3.6319
C -3.6237 2.7459 -3.8030
H -6.6375 4.5579 2.3631
C -0.2227 -2.4127 5.1941
H 2.2181 -0.8474 -6.4845
N 5.1510 -0.5363 -3.8667
H 0.1892 -4.7815 8.2129
H -0.8422 -4.1333 4.0988
H 4.9821 -4.2841 -5.7220
C 5.0210 -1.5614 -4.9109
O 0.9042 -0.0302 7.6662
H 2.8161 -4.3333 -2.8879
H 5.3903 -1.1632 -5.8654
C -3.6672 2.9617 0.4885
C -3.6801 2.9847 1.8788
H -0.6928 1.1075 -4.2798
C -0.2781 0.7932 3.1160
H 5.8721 0.1252 -4.1130
C 1.3458 -0.9033 -3.2213
O -0.7239 -1.9669 2.9320
H -0.6103 0.3995 2.1656
C 0.5588 1.7952 5.5741
C 2.4317 -0.7917 -5.4055
C -3.6144 2.8230 -2.4155
C -1.4940 1.6746 -2.3735
C -1.5088 1.5941 -3.7563
H 2.3423 -0.5316 -2.9638
H -0.6767 1.2665 -1.7951
H 1.2238 -1.9058 -2.7923
H 0.6980 -2.3590 8.4486
C 0.3592 -2.7685 7.5067
```

SMILES string: O=C1c2ccccc2C(=O)c2ccccc21.O=C1c2ccccc2C(=O)c2ccccc21.CNCB(CNC)P(O)(O)=S
LUMO, eV: -0.97
Strongest force on any atom, eV/Å: 0.3
Calculated total energy, eV: -69738.7499
E_HOMO, eV: -8.6
Orbital gap, eV: 7.617



No. 3
Entry from OMol25: C32H30BrIN5O2PdS2SeSi as an isolated structure in a non-equilibrium geometry (wB97M-V/def2-TZVPD).

Geometry as XYZ:
```
76
C32H30BrIN5O2PdS2SeSi (wB97M-V/def2-TZVPD)
C -0.5684 1.3586 -3.0606
C 1.4585 -4.3215 1.1833
C -3.9152 -2.5131 -0.7508
C 4.0950 -5.1234 0.7958
C -1.6599 1.4503 -2.1995
C 2.7908 3.3157 -0.5609
H -1.4838 -1.0287 3.4045
O 3.1042 -0.9614 2.0800
C 1.4557 3.1504 -0.2045
H -5.1052 1.5375 1.2046
C -3.4296 -0.1433 3.6188
Se -0.6149 -2.5068 -1.3757
H 5.3885 0.0212 -3.5597
H 4.1655 4.3078 -1.8584
H -3.8648 -2.0771 -1.7503
H -1.6276 -5.7239 -1.5598
C -2.8947 1.1197 -0.3666
H -3.5161 -0.4218 4.6618
H 0.9286 -6.3777 0.9528
S 2.0843 -1.7071 1.4198
C -0.6121 2.0669 -4.2446
C 4.6344 -0.2465 -2.8352
H 4.6064 -3.0548 1.0318
H 2.3945 5.5566 -3.0614
C -2.1460 -3.8739 1.4380
H -3.6712 3.5490 -3.9961
H -0.5628 3.7679 -0.5378
C -3.1579 0.6394 0.9774
C 2.5015 -3.3944 1.2160
C 2.7781 -0.8844 -0.9955
H 0.2816 0.7529 -2.7731
H -4.8549 -3.0626 -0.6658
C 1.7313 -5.6509 0.9683
C 0.4671 3.8778 -0.8504
H -3.1918 -5.2225 -2.1991
C 0.8049 4.7380 -1.8812
N -1.7698 0.8496 -0.9624
C 3.1237 4.1760 -1.5978
H 2.9531 0.7065 -3.8249
C -2.2801 -0.4835 2.9100
H -1.8465 -4.8956 1.6797
H -3.0641 -3.6522 1.9848
C -2.1518 -0.1233 1.5811
H -1.7157 3.3992 -5.5150
N 3.3326 -7.3894 0.5704
H 0.4453 -3.9850 1.3580
N 4.0375 -1.3459 -0.8175
N 1.8192 -1.1556 -0.1101
I 0.8797 1.8379 1.3568
C 3.2985 0.1336 -2.9702
H -1.3779 -3.1877 1.7885
C -4.3195 0.9629 1.6836
Si -2.4565 -3.6543 -0.4101
Br 4.1814 2.4295 0.3702
C -2.8127 2.9420 -3.7419
C 4.9394 -1.0118 -1.7085
C 2.1307 4.8791 -2.2601
H -3.9227 -1.7035 -0.0212
H -3.1040 -6.0340 -0.6347
H 5.9470 -1.3709 -1.5271
Pd -0.4802 -0.6393 0.2275
H 2.6072 -8.0762 0.6566
C 3.0590 -6.0776 0.7779
C 3.8199 -3.7943 1.0084
H -5.3457 0.8186 3.5553
C -4.4543 0.5608 2.9989
H 5.1174 -5.4466 0.6451
C -1.7176 2.8537 -4.5805
H 0.0309 5.2997 -2.3867
C -2.6014 -5.3161 -1.2861
H 4.2832 -7.7067 0.5239
C -2.7745 2.2282 -2.5500
S -3.9541 2.1580 -1.2732
H 0.2273 2.0249 -4.9273
N 2.3864 -0.1742 -2.0787
O 0.7415 -1.6681 1.9898
```

Multiplicity: 5
LUMO (alpha / beta), eV: -2.25 / -6.09
ΔE to the lowest compared entry with this formula, charge and spin, kcal/mol: 8.3
Strongest force on any atom, eV/Å: 1.7
Charge: +1
Calculated total energy, eV: -221727.3387
⟨S²⟩: 6.05
E_HOMO (alpha / beta), eV: -10.0 / -10.6
Orbital gap (alpha / beta), eV: 7.750 / 4.476



No. 4
Entry from OMol25: C32H30CeN3O7PS2 as an isolated structure in a non-equilibrium geometry (wB97M-V/def2-TZVPD).

Geometry as XYZ:
```
76
C32H30CeN3O7PS2 (wB97M-V/def2-TZVPD)
C 4.3332 -2.9435 0.7336
H -1.6274 4.8666 4.2109
O -1.4446 0.1028 5.2850
H -0.4565 0.1402 5.4689
H -2.6832 1.2437 -0.0975
C 0.4678 2.7203 2.6296
H 2.6438 5.0811 3.8221
H -3.5851 -1.2464 4.5271
C -4.4206 0.3889 -3.7725
H 5.4244 -1.2990 -0.2090
C 5.0933 -1.6140 0.7817
H -5.3672 0.6689 -4.2264
H -3.6248 0.3601 3.7761
C 1.6495 -2.3970 -5.0565
H 2.8009 3.7383 -0.8299
C 0.2247 -3.3347 -2.8536
C 0.5999 0.6381 -1.7606
O 2.8585 2.8501 2.3720
C -0.7015 4.4375 3.8357
H 2.2109 -2.0265 -5.9142
H -1.3195 -0.7930 -4.6268
C -3.1238 -0.6192 3.7589
C -3.3528 -0.0695 -4.5596
C 0.7969 2.9842 -1.1896
O -0.7818 1.1625 1.5027
H 0.3135 3.9274 -0.9726
N 1.5181 0.7424 1.7931
H 5.9687 -1.6446 1.4318
H -4.2882 -2.9820 2.0351
H 0.5073 6.0341 4.6599
C 0.4152 -1.9580 -3.0405
H -3.6368 -0.1107 0.1010
H -1.0561 2.0341 -1.7233
S 2.6536 -2.6271 0.1687
C 2.0125 0.5341 -1.7357
O -2.5081 -2.5892 0.1030
H 3.5971 3.4657 2.5806
H 4.7644 -3.6481 0.0247
H -3.4767 -0.1407 -5.6296
H 1.1758 -0.4037 -4.3299
H -5.0652 0.8506 -1.7649
C 1.7021 3.3709 2.8889
C 2.1965 2.8850 -1.1249
C -3.0127 0.1388 -1.8222
Ce -0.8979 -1.0186 0.9153
C 2.7907 1.6557 -1.4252
H 4.2798 -3.4313 1.7039
C 0.0115 1.8973 -1.5601
C -3.2663 -2.7083 2.3334
C -2.1774 -2.9629 1.2766
O -1.0273 -3.2823 1.6888
N -2.8352 0.2782 -0.4079
H -1.6780 2.7777 2.8614
C -1.6280 -0.4872 4.0991
O -0.7027 -0.9007 3.4044
N 1.4520 -0.4626 1.1839
P -0.3751 -0.8813 -1.9155
C 2.5848 -1.0929 0.9796
C 1.4717 -3.7713 -4.8913
C -2.1333 -0.4374 -3.9989
C -0.7361 3.2756 3.1022
C -4.2545 0.4829 -2.3972
H 1.8742 -4.4750 -5.6121
H -3.0062 -3.1237 3.2945
S 4.0410 -0.3452 1.4906
C 1.6969 4.5778 3.6227
C 0.4011 1.4546 1.9241
C -1.9488 -0.3419 -2.6138
C 0.7613 -4.2265 -3.7757
H 3.8714 1.5720 -1.3914
H -0.3614 -3.6755 -2.0076
H 0.5913 -5.2832 -3.6103
C 1.1025 -1.4773 -4.1512
O -3.2975 -1.1858 2.4548
H 2.4987 -0.4287 -1.9201
C 0.5007 5.1083 4.0918
```

LUMO (alpha / beta), eV: -7.80 / -7.77
ΔE to the lowest compared entry with this formula, charge and spin, kcal/mol: 0.0
Strongest force on any atom, eV/Å: 4.3
Charge: +2
Calculated total energy, eV: -96349.7412
E_HOMO (alpha / beta), eV: -12.8 / -12.8
Orbital gap (alpha / beta), eV: 5.029 / 5.056



No. 5
Entry from OMol25: C32H30Cl5CuN4O6PS4Te as an isolated structure (wB97M-V/def2-TZVPD).

Geometry as XYZ:
```
84
C32H30Cl5CuN4O6PS4Te (wB97M-V/def2-TZVPD)
P 2.1623 -1.6728 1.7258
C -1.7926 4.7171 -8.8636
H 3.4637 -3.6650 -0.2647
H 6.2954 3.5356 -1.0068
O 2.9808 -1.7521 0.3263
H -3.3673 0.6111 2.2451
C -1.2676 -0.6328 3.3815
C 0.1180 3.3420 -7.4148
C -3.9455 -1.1555 -1.7387
S -2.5794 0.4438 -4.6497
C 5.0336 5.0627 -1.8348
Cl -2.6444 -4.8669 -2.4368
C -3.8904 -2.4847 -2.1478
Cl -5.2227 -3.1942 -2.9890
C 6.5363 5.4355 -0.0187
C 4.6718 6.3971 -1.7305
N 6.1996 6.7211 0.0916
C -0.7219 1.7180 4.1661
O -1.1629 -1.4156 2.3663
H 5.0020 -0.1300 2.7425
H 4.4440 -3.0277 1.0531
C -1.2396 3.1287 -7.1365
H 3.7962 0.3182 4.8705
C 2.2740 1.1587 -1.0611
H 3.6366 0.5144 1.8213
C 3.9612 -2.7696 0.1098
C 2.0593 3.8425 -1.4604
O 3.3350 -1.3119 2.7911
H 5.4524 -1.3424 -0.5025
C -0.8442 0.8335 -4.4871
C -2.7873 1.5937 -5.9167
S -4.2685 1.8157 -6.6700
C -2.8994 1.1785 3.0485
H 0.3428 3.6185 -0.1865
H 1.9219 4.9037 -1.6213
O -1.3505 -0.9891 4.5533
H -0.1542 5.5693 -9.9655
H -3.0668 2.2431 2.8630
S 0.1217 0.0458 -3.3541
H 5.0107 8.2237 -0.6475
H 2.3222 0.0910 -0.8945
C 5.9908 4.5729 -0.9582
C -2.8717 -0.6158 -1.0314
C -2.7447 -3.2307 -1.8860
Te 1.4235 -3.7774 2.4386
C 3.4698 0.8012 3.9477
H 0.8510 2.8112 -6.8293
H 3.9332 6.8184 -2.4000
C 1.1824 3.1228 -0.6652
Cu -0.4615 -0.7108 0.6427
C 3.2215 1.7906 -1.8578
N 1.2866 1.8117 -0.4546
Cl -2.9025 1.0839 -0.6772
C -1.7358 -1.3486 -0.6956
H 4.0161 1.2255 -2.3259
Cl -5.3329 -0.1988 -2.1213
N -0.5113 1.7705 -5.3299
C -2.1928 3.8469 -7.8570
H 3.8799 1.8143 3.9073
O -0.8860 1.2405 1.8027
C 4.9603 -2.2355 -0.8959
H 7.2839 5.0790 0.6824
H -1.0127 1.3498 5.1468
H 0.0771 1.3350 1.8543
H 5.7188 -2.9905 -1.1167
H -0.9972 2.7714 4.0626
C 3.9179 -0.0004 2.7426
H -3.2400 3.7208 -7.6346
C -1.4059 0.8891 3.0930
H -2.5507 5.2588 -9.4182
C 5.2789 7.1775 -0.7555
C -1.6947 -2.6468 -1.1823
Cl -0.2458 -3.5616 -0.9255
H 4.4501 -1.9665 -1.8238
C 0.4983 4.2165 -8.4192
H -3.3531 0.8930 3.9989
H 0.3652 1.6277 4.0814
O 1.3348 -0.3987 1.5103
S 4.3086 4.0041 -3.0752
H 2.3811 0.8580 3.9624
H 1.5535 4.3616 -8.6194
C -0.4531 4.9035 -9.1639
N -1.5863 2.1896 -6.1226
C 3.1101 3.1548 -2.0508
```

Multiplicity: 2
LUMO (alpha / beta), eV: 3.40 / 3.40
ΔE to the lowest compared entry with this formula, charge and spin, kcal/mol: 16.7
Strongest force on any atom, eV/Å: 0.9
Charge: -2
Calculated total energy, eV: -219096.4864
⟨S²⟩: 0.75
E_HOMO (alpha / beta), eV: -2.6 / -2.6
Orbital gap (alpha / beta), eV: 5.984 / 5.983



No. 6
Entry from OMol25: C32H30ClIIrN6OSb as an isolated structure in a non-equilibrium geometry (wB97M-V/def2-TZVPD).

Geometry as XYZ:
```
73
C32H30ClIIrN6OSb (wB97M-V/def2-TZVPD)
H 0.5219 -2.5404 3.1310
C 3.0523 -0.1911 -0.9874
C 0.9841 -0.4824 3.0674
C -3.3369 -0.7322 1.1737
N -1.2660 0.7080 1.3305
N -0.2692 -0.3962 -1.9142
H 2.0737 -4.0847 0.2085
H -3.8979 1.2805 3.1875
C -2.1915 -3.1139 -3.5018
N 1.3688 0.0968 1.9077
C -2.4793 -3.8410 -2.3822
H 0.8208 1.1231 -2.7699
H -3.0403 -4.7606 -2.4780
C 4.0510 -1.8562 -2.3802
C -0.4941 3.8403 -1.6608
H 1.2316 -0.5718 5.1867
C 4.0431 -0.5612 -1.8682
H -0.6312 -1.5260 3.9864
C 0.1767 0.2750 -2.9564
H -0.9547 3.2220 4.4920
H -1.2547 -1.4371 -5.5027
I -2.4229 -4.6212 0.5473
N -0.9314 1.8050 2.0613
C 0.7221 4.4708 -1.7734
C 1.6606 2.5937 -0.6413
C 2.4085 0.9718 1.9074
N 2.0625 -1.0395 -0.6028
C -1.3458 -2.2526 -0.9514
C -0.9756 -1.1524 -4.4972
O -0.9571 -1.7643 0.2132
H 3.0022 1.1725 5.2333
H -0.0608 2.2790 1.8875
C -0.0204 -1.5916 3.0870
H -4.3689 -0.5724 1.4792
H 4.8034 -2.1701 -3.0914
Cl -2.7188 -3.6642 -5.0505
H 0.8099 5.4331 -2.2601
H -0.6691 -1.6225 2.2193
C 2.1689 -2.3404 -0.9539
C -1.7822 3.3612 3.7951
H 0.8514 -4.0267 -1.0487
H 2.8158 4.2579 -1.3235
C 3.0048 1.3698 3.0862
H -1.3851 4.2984 -2.0663
C 3.1414 -2.7481 -1.8724
C -0.1613 -0.0758 -4.2709
C -2.0237 2.0386 -1.0322
H -1.6056 4.2789 3.2330
H 0.2253 0.5154 -5.0885
H 0.6479 -3.0649 0.4195
C -0.6288 2.5971 -1.0375
C -1.4271 -1.9229 -3.4063
H -2.5350 2.2920 -0.1039
H -2.6936 3.4891 4.3728
Ir 0.2692 -0.1172 0.1623
H 4.8158 0.1447 -2.1441
N 0.4634 1.9738 -0.5092
H -3.0062 -1.6969 1.5560
C 2.5564 0.8561 4.2996
C 1.3692 -3.4242 -0.3020
H 3.1777 -3.7940 -2.1460
H -2.5793 2.4978 -1.8465
C -1.0417 -1.5046 -2.1195
H 3.8301 2.0698 3.0613
C -1.9183 2.1876 2.8891
C -2.9402 1.2865 2.6958
C 1.5683 -0.0968 4.2754
H -3.2963 -0.7893 0.0873
C -2.0404 -3.4287 -1.1036
Sb 3.3878 1.6257 0.0977
C 1.8288 3.8201 -1.2523
C -2.5090 0.3829 1.7134
H -2.0555 0.9610 -1.1541
```

LUMO, eV: -5.75
ΔE to the lowest compared entry with this formula, charge and spin, kcal/mol: 12.6
Strongest force on any atom, eV/Å: 2.1
Charge: +2
Calculated total energy, eV: -74646.7395
E_HOMO, eV: -12.7
Orbital gap, eV: 6.941